Model A:
22
Properties=species:S:1:pos:R:3:mulliken_charge:R:1 method="wB97M-V/def2-TZVPD" gap_ev=9.871
C 1.421 1.802 1.418 -1.20
C 0.019 1.198 1.300 -0.76
C -0.381 0.806 -0.100 0.58
N -0.330 1.970 -1.001 -0.60
C 0.428 -0.389 -0.607 -1.01
N -0.250 -1.633 -0.209 -0.21
C -1.047 -2.308 -1.186 -0.32
O -1.589 -3.491 -0.568 -0.58
H 1.481 2.854 1.143 0.36
H 1.696 1.688 2.464 0.35
H 2.186 1.247 0.878 0.29
H -0.602 1.882 1.856 0.31
H 0.077 0.319 1.952 0.36
H -1.411 0.465 -0.105 0.15
H 0.042 1.702 -1.900 0.23
H 0.183 2.752 -0.626 0.23
H 1.446 -0.441 -0.230 0.32
H 0.570 -0.428 -1.696 0.39
H 0.288 -2.265 0.359 0.23
H -1.929 -1.742 -1.486 0.26
H -0.437 -2.710 -1.989 0.31
H -1.862 -3.276 0.334 0.30

Model B:
22
Properties=species:S:1:pos:R:3:mulliken_charge:R:1 method="wB97M-V/def2-TZVPD" gap_ev=9.324
C 0.643 -1.806 2.262 -1.39
C 0.846 -1.532 0.802 0.25
O 2.253 -1.362 0.510 -0.57
C 0.171 -0.263 0.300 -0.59
N 0.045 -0.322 -1.134 -0.28
C -0.869 0.564 -1.843 -0.90
C -0.793 2.028 -1.425 -0.33
N -1.694 2.357 -0.343 -0.52
H 0.967 -0.926 2.813 0.31
H 1.246 -2.606 2.695 0.41
H -0.341 -2.144 2.490 0.36
H 0.521 -2.351 0.159 0.30
H 2.646 -2.244 0.509 0.32
H 0.807 0.594 0.592 0.35
H -0.715 -0.111 0.911 0.26
H 0.921 -0.439 -1.603 0.24
H -0.652 0.357 -2.889 0.39
H -1.880 0.242 -1.613 0.39
H -0.957 2.733 -2.245 0.40
H 0.272 2.254 -1.207 0.26
H -1.748 1.648 0.364 0.16
H -1.686 3.329 -0.103 0.19

Relative calculated energies, zero for the most stable structure, unit kJ/mol: model A 0.0; model B 9.3.